(1)
ORCA calculation (the ωB97M-V functional and the def2-TZVPD basis) on a single C3H6N2O molecule.

## Properties
**Maximum force**: 0.94 eV/Å
**Structure (SMILES)**: [H]/N=C/O/C(C)=N/[H]
**Highest occupied orbital energy**: -9.998 eV
**Energy relative to the best compared isomer or geometry (same formula, charge and spin)**: 170.30 kJ/mol

Positions of all 12 atoms, in Å:
C (-0.135, 0.954, -1.736)
C (0.080, 0.251, -0.413)
O (-0.833, -0.656, 0.015)
N (1.027, 0.387, 0.417)
C (-0.332, -1.174, 1.246)
N (-0.950, -0.918, 2.306)
H (-1.138, 1.381, -1.830)
H (0.590, 1.772, -1.811)
H (0.024, 0.283, -2.586)
H (1.755, 1.043, 0.218)
H (0.536, -1.818, 1.101)
H (-0.622, -1.505, 3.073)


(2)
ORCA calculation (the ωB97M-V functional and the def2-TZVPD basis) on 2 unconnected molecules or ions with the total composition C3H6N2O in a non-equilibrium geometry.

## Properties
**Maximum force**: 2.51 eV/Å
**Highest occupied orbital energy (spin up / spin down)**: -9.844 / -9.654 eV
**Energy relative to the best compared isomer or geometry (same formula, charge and spin)**: 524.10 kJ/mol

Positions of all 12 atoms, in Å:
C (-1.162, 0.671, 0.643)
C (0.922, 0.750, -0.546)
N (-0.118, -0.055, 0.004)
O (0.799, -1.721, 0.885)
C (0.465, -2.328, -0.120)
N (0.003, -2.734, -1.132)
H (-0.911, 1.691, 0.959)
H (-1.541, 0.081, 1.483)
H (-1.995, 0.708, -0.074)
H (1.712, 0.117, -0.945)
H (1.324, 1.453, 0.198)
H (0.502, 1.366, -1.355)


(3)
ORCA calculation (the ωB97M-V functional and the def2-TZVPD basis) on a single C3H6N2O molecule.

## Properties
**Maximum force**: 0.41 eV/Å
**Structure (SMILES)**: [H]/N=C/CNC=O
**Highest occupied orbital energy**: -9.691 eV
**Energy relative to the best compared isomer or geometry (same formula, charge and spin)**: 111.81 kJ/mol

Positions of all 12 atoms, in Å:
O (2.671, -0.550, 0.621)
C (1.499, -0.345, 0.838)
N (0.100, 1.235, -1.126)
C (-0.950, 0.724, -0.636)
C (-0.857, -0.502, 0.249)
N (0.466, -1.075, 0.302)
H (-0.112, 2.065, -1.679)
H (-1.962, 1.124, -0.787)
H (1.139, 0.431, 1.542)
H (-1.176, -0.225, 1.264)
H (-1.570, -1.262, -0.088)
H (0.752, -1.622, -0.500)


Q: Look up the energy relative to the best compared isomer or geometry (same formula, charge and spin) of the first one.
A: 170.30 kJ/mol


Q: Which value of maximum force does entry 3 give?
A: 0.41 eV/Å


Q: What is the maximum force in the second record?
A: 2.51 eV/Å